{"formula": "C13H22N4O", "method": "wB97M-V/def2-TZVPD", "symbols": ["C", "C", "C", "C", "N", "C", "C", "C", "C", "N", "C", "N", "C", "C", "O", "C", "C", "N", "H", "H", "H", "H", "H", "H", "H", "H", "H", "H", "H", "H", "H", "H", "H", "H", "H", "H", "H", "H", "H", "H"], "xyz": [[-4.591, -0.372, -0.956], [-4.050, -1.737, -0.542], [-2.595, -1.714, -0.073], [-2.343, -0.860, 1.179], [-2.084, 0.528, 0.895], [-0.843, 0.987, 0.593], [-0.658, 2.304, 0.140], [0.642, 2.709, -0.092], [0.960, 4.090, -0.578], [1.677, 1.895, 0.105], [1.406, 0.663, 0.538], [2.461, -0.147, 0.799], [2.288, -1.563, 1.022], [2.717, -2.330, -0.234], [4.038, -2.006, -0.606], [4.177, -0.623, -0.855], [3.797, 0.204, 0.378], [0.189, 0.168, 0.779], [-5.560, -0.484, -1.439], [-3.915, 0.111, -1.658], [-4.727, 0.274, -0.092], [-4.121, -2.416, -1.395], [-4.677, -2.145, 0.254], [-1.952, -1.345, -0.875], [-2.293, -2.741, 0.143], [-1.456, -1.231, 1.696], [-3.201, -0.923, 1.855], [-2.856, 1.095, 0.587], [-1.496, 2.964, -0.018], [0.716, 4.819, 0.193], [2.019, 4.160, -0.809], [0.375, 4.325, -1.465], [1.241, -1.751, 1.253], [2.921, -1.862, 1.865], [2.706, -3.407, -0.059], [2.026, -2.087, -1.057], [5.222, -0.467, -1.125], [3.533, -0.329, -1.699], [3.817, 1.269, 0.153], [4.489, -0.023, 1.197]], "fmax_ha_per_bohr": 0.0101, "smiles": "CCCCNc1cc(C)nc(N2CCOCC2)n1", "total_charge": 0, "de_lowest_kcal_mol": 0.3, "homo_energy_ev": -7.7331, "lumo_ev": 0.89}



{"formula": "C13H22N4OPS", "method": "wB97M-V/def2-TZVPD", "symbols": ["N", "P", "C", "C", "C", "N", "S", "N", "C", "C", "C", "C", "C", "C", "C", "N", "H", "H", "H", "H", "H", "H", "H", "H", "H", "H", "H", "H", "H", "H", "H", "C", "C", "C", "O", "H", "H", "H", "H", "H", "H", "H"], "xyz": [[1.889, 2.578, 1.623], [0.649, 1.687, 1.219], [1.061, -0.093, 1.260], [2.192, -0.396, 1.947], [2.607, -1.751, 1.998], [3.677, -2.230, 2.646], [3.705, -3.806, 2.356], [2.399, -3.983, 1.430], [1.873, -2.760, 1.308], [0.700, -2.393, 0.601], [0.277, -1.097, 0.567], [-0.947, -0.768, -0.251], [-2.043, 0.075, 0.416], [-2.299, -0.245, 1.892], [-3.144, -1.521, 2.113], [-2.325, -2.636, 2.636], [2.104, 3.191, 0.843], [-0.427, 1.822, 2.122], [0.095, 1.906, -0.070], [2.767, 0.382, 2.432], [0.151, -3.153, 0.060], [-1.413, -1.726, -0.503], [-0.635, -0.310, -1.198], [-1.816, 1.134, 0.300], [-2.979, -0.087, -0.122], [-2.883, 0.588, 2.295], [-1.392, -0.291, 2.496], [-3.934, -1.298, 2.830], [-3.582, -1.774, 1.144], [-2.521, -3.470, 2.094], [-1.345, -2.445, 2.459], [0.595, 1.146, -4.325], [0.157, 2.232, -3.320], [1.147, 3.409, -3.433], [0.152, 1.733, -2.057], [1.594, 0.780, -4.074], [-0.100, 0.303, -4.299], [0.621, 1.526, -5.357], [-0.821, 2.621, -3.702], [2.156, 3.081, -3.168], [0.855, 4.216, -2.757], [1.181, 3.823, -4.453]], "fmax_ha_per_bohr": 0.0210, "total_charge": -1, "homo_energy_ev": -3.6050, "lumo_ev": 1.84}



{"formula": "C13H22O4P", "method": "wB97M-V/def2-TZVPD", "symbols": ["C", "C", "C", "C", "C", "O", "P", "O", "C", "C", "H", "H", "H", "H", "H", "H", "H", "H", "H", "H", "H", "H", "H", "H", "H", "H", "H", "H", "C", "C", "C", "O", "C", "C", "C", "O", "H", "H", "H", "H"], "xyz": [[-1.719, 1.015, -1.285], [-1.077, -0.006, -2.240], [-2.039, -0.336, -3.379], [-0.618, -1.276, -1.486], [0.871, -1.388, -1.198], [1.681, -1.899, -2.218], [3.302, -2.063, -1.480], [2.883, -0.899, -0.209], [1.623, -0.271, -0.514], [1.999, 0.989, -1.322], [-2.218, 0.533, -0.454], [-0.976, 1.691, -0.868], [-2.484, 1.562, -1.836], [-0.188, 0.396, -2.708], [-3.059, -0.485, -3.031], [-2.033, 0.514, -4.063], [-1.667, -1.179, -3.953], [-1.153, -1.409, -0.553], [-0.894, -2.134, -2.100], [0.907, -2.181, -0.429], [4.626, -2.171, -0.882], [3.800, -1.043, -2.378], [3.633, -3.068, -2.492], [2.848, -3.159, -0.635], [1.222, 0.049, 0.445], [2.878, 0.796, -1.917], [1.194, 1.416, -1.919], [2.282, 1.756, -0.599], [-2.382, 2.122, 3.918], [-2.247, 1.468, 2.767], [-1.156, 0.480, 2.569], [-1.028, -0.115, 1.524], [-0.222, 0.252, 3.699], [-0.359, 0.908, 4.849], [-1.449, 1.892, 5.049], [-1.577, 2.489, 6.099], [-3.169, 2.846, 4.086], [-2.916, 1.621, 1.930], [0.568, -0.470, 3.528], [0.312, 0.758, 5.686]], "fmax_ha_per_bohr": 0.0386, "total_charge": -1, "homo_energy_ev": -3.5658, "lumo_ev": 0.37}



{"formula": "C13H23BFeN9", "method": "wB97M-V/def2-TZVPD", "symbols": ["Fe", "C", "C", "N", "N", "C", "B", "N", "C", "C", "C", "N", "N", "C", "C", "C", "N", "H", "H", "H", "H", "H", "H", "H", "H", "H", "H", "N", "C", "C", "N", "C", "C", "N", "H", "H", "H", "H", "H", "H", "H", "H", "H", "H", "H", "H", "H"], "xyz": [[-0.010, 0.033, 0.088], [0.064, -0.199, 4.395], [0.259, -0.802, 3.171], [-0.018, 0.058, 2.159], [-0.393, 1.217, 2.761], [-0.351, 1.085, 4.084], [-0.800, 2.464, 1.957], [-1.972, 2.095, 1.040], [-3.171, 2.676, 0.946], [-3.861, 2.099, -0.103], [-2.991, 1.149, -0.607], [-1.837, 1.136, 0.093], [0.364, 2.855, 1.039], [0.992, 4.030, 0.942], [1.888, 3.968, -0.107], [1.744, 2.688, -0.610], [0.819, 1.999, 0.092], [0.203, -0.633, 5.369], [0.586, -1.814, 3.008], [-0.618, 1.905, 4.730], [-1.090, 3.358, 2.689], [-3.457, 3.468, 1.619], [-4.849, 2.340, -0.454], [-3.155, 0.508, -1.453], [0.757, 4.839, 1.614], [2.544, 4.744, -0.459], [2.253, 2.265, -1.456], [1.892, -0.210, -1.041], [2.283, -1.612, -1.302], [2.082, -2.372, -0.012], [0.701, -2.160, 0.482], [-0.292, -3.142, -0.014], [-0.899, -2.643, -1.305], [-1.405, -1.279, -1.042], [1.905, 0.325, -1.902], [2.583, 0.220, -0.429], [3.318, -1.700, -1.636], [1.659, -2.000, -2.101], [2.771, -1.988, 0.745], [2.301, -3.432, -0.145], [0.729, -2.249, 1.486], [-1.075, -3.236, 0.742], [0.153, -4.129, -0.147], [-1.684, -3.321, -1.640], [-0.164, -2.589, -2.102], [-2.218, -1.338, -0.431], [-1.729, -0.852, -1.903]], "fmax_ha_per_bohr": 0.0086, "total_charge": 2, "spin_multiplicity": 6, "s_squared": 8.758, "homo_energy_ev": [-15.4101, -15.3311], "lumo_ev": [-5.37, -8.31]}



{"formula": "C13H23BN4O4", "method": "wB97M-V/def2-TZVPD", "symbols": ["C", "N", "C", "C", "N", "C", "C", "N", "C", "C", "C", "C", "C", "B", "O", "O", "C", "N", "C", "O", "O", "C", "H", "H", "H", "H", "H", "H", "H", "H", "H", "H", "H", "H", "H", "H", "H", "H", "H", "H", "H", "H", "H", "H", "H"], "xyz": [[4.230, 2.587, 1.803], [3.823, 1.175, 1.503], [4.693, 0.225, 0.956], [3.907, -0.872, 0.758], [2.682, -0.718, 1.262], [2.572, 0.518, 1.772], [1.365, 1.192, 2.170], [0.241, 0.954, 1.256], [0.615, 0.784, -0.156], [0.181, -0.602, -0.674], [-0.573, -0.565, -1.950], [-1.855, 0.199, -1.884], [-3.003, -0.326, -2.679], [-4.284, 0.473, -2.332], [-5.004, 1.216, -3.262], [-4.898, 0.215, -1.081], [-0.653, -1.171, 0.630], [0.155, -2.251, 1.274], [-2.016, -1.822, 0.200], [-3.030, -1.149, 0.355], [-2.208, -3.045, -0.404], [-0.709, -0.121, 1.702], [3.728, 2.869, 2.737], [3.818, 3.338, 1.160], [5.278, 2.714, 1.982], [5.638, 0.424, 0.465], [4.236, -1.826, 0.513], [1.138, 0.926, 3.244], [1.547, 2.262, 2.174], [0.146, 1.613, -0.731], [1.741, 0.942, -0.297], [1.135, -1.179, -0.714], [0.075, -0.396, -2.756], [-0.866, -1.591, -2.151], [-1.607, 1.123, -2.367], [-2.227, 0.432, -0.857], [-2.944, -0.130, -3.768], [-3.083, -1.366, -2.430], [-5.756, 1.656, -2.823], [-4.234, -0.322, -0.566], [1.138, -1.924, 1.528], [0.231, -2.983, 0.531], [-3.172, -3.202, -0.608], [-0.424, -0.513, 2.678], [-1.767, 0.233, 1.837]], "fmax_ha_per_bohr": 0.1060, "smiles": "Cn1ccnc1CN1C[C@H](CCCB(O)O)[C@](N)(C(=O)O)C1", "total_charge": 0, "de_lowest_kcal_mol": 37.8, "homo_energy_ev": -8.2802, "lumo_ev": 0.55}



{"formula": "C13H23ClIN3O5S2", "method": "wB97M-V/def2-TZVPD", "symbols": ["C", "C", "C", "O", "C", "N", "O", "C", "N", "C", "S", "C", "C", "C", "O", "I", "N", "C", "C", "C", "C", "S", "O", "O", "Cl", "H", "H", "H", "H", "H", "H", "H", "H", "H", "H", "H", "H", "H", "H", "H", "H", "H", "H", "H", "H", "H", "H", "H"], "xyz": [[0.108, -1.575, 3.105], [-1.401, -1.765, 3.026], [-2.091, -0.750, 2.126], [-1.450, -0.744, 0.862], [-1.812, 0.308, -0.006], [-3.238, 0.405, -0.140], [-1.293, 1.478, 0.582], [-1.193, 2.680, -0.118], [-2.284, 2.928, -1.082], [-2.065, 3.558, -2.088], [-1.739, 4.327, -3.412], [-1.161, -0.083, -1.355], [-2.030, -1.107, -2.092], [-2.333, -2.436, -1.426], [-3.449, -2.836, -1.319], [-0.765, -3.744, -0.737], [0.254, -0.522, -1.217], [1.143, 0.396, -1.959], [2.625, 0.121, -1.707], [3.278, 1.120, -0.735], [4.327, 0.501, 0.196], [3.635, -0.192, 1.687], [4.667, -0.312, 2.669], [2.452, 0.525, 2.036], [3.173, -2.086, 1.099], [0.523, -1.329, 2.135], [0.385, -0.835, 3.851], [0.571, -2.510, 3.424], [-1.686, -2.780, 2.758], [-1.815, -1.588, 4.022], [-3.135, -1.058, 2.037], [-2.047, 0.229, 2.607], [-3.653, 1.021, 0.541], [-3.688, -0.498, -0.169], [-0.234, 2.759, -0.634], [-1.229, 3.477, 0.619], [-1.124, 0.785, -2.013], [-1.566, -1.321, -3.057], [-2.991, -0.651, -2.307], [0.315, -1.383, -1.747], [0.938, 0.301, -3.033], [0.921, 1.429, -1.698], [3.123, 0.261, -2.666], [2.792, -0.908, -1.403], [2.533, 1.647, -0.143], [3.813, 1.880, -1.301], [4.804, -0.325, -0.328], [5.093, 1.203, 0.511]], "fmax_ha_per_bohr": 0.0236, "smiles": "CCCO[C@@](N)(OCN=C=S)[C@H](CC(=O)I)NCCCCS(=O)(=O)Cl", "total_charge": 0, "homo_energy_ev": -9.1900, "lumo_ev": 0.21}